Record 1
The following is a DFT calculation (wB97M-V/def2-TZVPD) of a structure of composition C47H89Cl38IN2O3 in a non-equilibrium geometry.

Values from the calculation:
* spin multiplicity: 1
* gap between HOMO and LUMO: 0.26233 Eh
* LUMO energy: -0.0122 Eh

Each line ends with the Löwdin charge.
Cartesian coordinates (Å):
C: 7.261 1.815 2.139  -0.0968
O: 7.765 2.515 1.018  -0.1778
C: 7.512 1.758 -0.166  -0.2237
C: 8.181 2.440 -1.351  -0.1517
C: 7.280 2.519 -2.571  -0.1770
C: 7.184 1.269 -3.467  -0.1759
C: 8.456 0.432 -3.677  -0.1931
C: 8.705 -0.684 -2.658  -0.1903
C: 7.607 -1.760 -2.595  -0.2125
C: 7.290 -2.130 -1.127  -0.1999
C: 5.827 -1.979 -0.667  -0.1908
C: 5.098 -0.786 -1.235  -0.3114
N: 3.739 -0.691 -0.595  -0.3631
I: 2.331 -0.325 -2.110  0.9443
C: 3.709 0.451 0.282  -0.6932
O: 3.614 0.298 1.462  0.1466
O: 3.788 1.640 -0.323  -0.0825
C: 4.366 2.696 0.464  -0.1561
C: 3.338 3.708 0.968  -0.1397
C: 1.916 3.150 1.109  -0.1773
C: 1.142 3.133 -0.219  -0.2007
C: -0.251 3.788 -0.148  -0.1886
C: -1.389 2.763 0.006  -0.2069
C: -2.571 3.117 -0.902  -0.2370
C: -3.761 2.178 -0.587  -0.2263
C: -4.509 1.774 -1.874  -0.1993
C: -5.941 2.315 -1.825  -0.1958
C: -6.713 1.542 -0.719  -0.1520
C: -8.032 0.985 -1.268  -0.1222
N: -8.405 -0.304 -0.691  -0.1236
C: -8.846 -0.600 0.552  -0.2571
C: -9.102 -1.950 0.533  -0.1502
C: -8.789 -2.489 -0.721  -0.1870
C: -8.344 -1.402 -1.441  -0.2379
H: 7.267 2.477 2.995  0.0948
H: 7.833 0.910 2.334  0.0871
H: 6.225 1.508 1.970  0.0609
H: 6.429 1.728 -0.292  0.0726
H: 7.898 0.755 0.013  0.1081
H: 9.155 2.015 -1.545  0.0996
H: 8.360 3.460 -1.016  0.1174
H: 6.275 2.692 -2.185  0.0972
H: 7.506 3.380 -3.189  0.1069
H: 6.386 0.607 -3.153  0.0769
H: 6.904 1.623 -4.456  0.1047
H: 9.329 1.080 -3.649  0.1020
H: 8.446 0.018 -4.683  0.1064
H: 9.636 -1.159 -2.957  0.1028
H: 8.909 -0.258 -1.685  0.0736
H: 8.030 -2.648 -3.049  0.0852
H: 6.735 -1.511 -3.184  0.0586
H: 7.925 -1.596 -0.423  0.0299
H: 7.528 -3.182 -0.990  0.0985
H: 5.234 -2.875 -0.814  0.0858
H: 5.851 -1.841 0.415  0.1087
H: 4.934 -0.942 -2.291  0.0270
H: 5.656 0.139 -1.133  0.0935
H: 5.038 3.218 -0.209  0.1175
H: 4.994 2.305 1.253  0.0811
H: 3.655 4.183 1.890  0.1132
H: 3.279 4.492 0.217  0.1055
H: 1.988 2.133 1.482  0.0984
H: 1.388 3.715 1.870  0.1033
H: 0.999 2.106 -0.532  0.0473
H: 1.742 3.611 -0.989  0.1044
H: -0.267 4.485 0.685  0.1003
H: -0.420 4.325 -1.076  0.0803
H: -1.071 1.763 -0.276  0.1115
H: -1.728 2.745 1.038  0.0747
H: -2.875 4.147 -0.742  0.1095
H: -2.243 2.942 -1.921  0.0084
H: -4.381 2.735 0.107  0.0486
H: -3.396 1.286 -0.093  0.0658
H: -3.982 2.173 -2.735  0.0744
H: -4.531 0.695 -2.007  0.1072
H: -5.885 3.360 -1.541  0.1051
H: -6.437 2.192 -2.782  0.0916
H: -6.944 2.194 0.115  0.1094
H: -6.111 0.699 -0.403  0.1065
H: -7.997 0.837 -2.338  0.1115
H: -8.852 1.669 -1.065  0.1207
H: -8.945 0.136 1.318  0.0744
H: -9.504 -2.530 1.342  0.0957
H: -8.887 -3.495 -1.061  0.0574
H: -8.027 -1.408 -2.465  0.1120
C: -13.109 0.466 1.010  -0.9959
Cl: -11.342 0.415 0.830  0.6320
Cl: -13.925 -0.326 -0.343  0.5024
H: -13.373 -0.051 1.924  0.0227
H: -13.436 1.498 1.053  0.0210
C: -1.605 4.475 -4.769  -1.0186
Cl: -0.729 3.218 -3.888  0.5671
Cl: -3.140 4.882 -3.974  0.5885
H: -0.991 5.359 -4.814  -0.0671
H: -1.815 4.115 -5.769  0.0124
C: -3.751 2.314 3.603  -1.0039
Cl: -3.643 0.847 2.631  0.5496
Cl: -4.084 3.727 2.599  0.5302
H: -4.560 2.205 4.316  0.0309
H: -2.812 2.456 4.121  -0.0221
C: -5.123 -4.152 -0.195  -0.9670
Cl: -6.120 -2.909 -0.965  0.6638
Cl: -5.842 -5.765 -0.357  0.4968
H: -4.141 -4.173 -0.653  0.0254
H: -5.040 -3.911 0.858  -0.0254
C: -5.331 -2.953 3.672  -0.9996
Cl: -6.319 -1.742 2.852  0.5385
Cl: -6.022 -4.576 3.519  0.5548
H: -4.342 -2.957 3.228  0.0251
H: -5.265 -2.699 4.723  0.0242
C: 12.482 2.081 1.437  -0.9965
Cl: 12.752 1.446 -0.193  0.5097
Cl: 12.368 0.772 2.615  0.4912
H: 13.319 2.716 1.700  0.0262
H: 11.555 2.640 1.441  0.0245
C: 9.381 -3.358 1.835  -1.0169
Cl: 10.074 -1.964 1.006  0.5170
Cl: 8.155 -2.874 3.016  0.5134
H: 8.917 -4.003 1.098  0.0225
H: 10.176 -3.882 2.350  -0.0193
C: -1.998 6.595 4.446  -0.9907
Cl: -3.675 7.106 4.215  0.5293
Cl: -1.870 4.848 4.676  0.5319
H: -1.429 6.872 3.568  0.0274
H: -1.602 7.088 5.325  0.0254
C: 5.254 -4.135 -5.241  -0.9956
Cl: 5.199 -3.921 -3.487  0.5818
Cl: 6.659 -3.338 -5.961  0.5175
H: 5.307 -5.194 -5.459  0.0243
H: 4.357 -3.705 -5.668  0.0254
C: 1.408 4.915 -7.594  -0.9840
Cl: 0.543 3.383 -7.750  0.5238
Cl: 0.818 5.867 -6.223  0.5741
H: 2.459 4.708 -7.440  0.0273
H: 1.262 5.491 -8.499  0.0262
C: -6.880 -5.922 6.643  -1.0369
Cl: -5.853 -5.243 7.912  0.5202
Cl: -8.452 -6.439 7.266  0.5252
H: -7.041 -5.164 5.890  -0.0390
H: -6.379 -6.779 6.211  0.0284
C: -11.519 -6.902 4.656  -1.0331
Cl: -11.293 -8.349 3.666  0.4967
Cl: -11.709 -5.449 3.666  0.4990
H: -12.409 -7.029 5.259  0.0233
H: -10.647 -6.776 5.284  -0.0247
C: -7.038 6.925 6.007  -1.0348
Cl: -8.121 8.085 5.229  0.5004
Cl: -7.674 5.277 5.937  0.4976
H: -6.085 6.946 5.494  -0.0438
H: -6.918 7.206 7.046  0.0249
C: -6.427 5.306 -5.298  -1.0456
Cl: -7.769 5.206 -4.151  0.5018
Cl: -6.476 6.798 -6.246  0.5010
H: -5.496 5.281 -4.745  -0.0691
H: -6.488 4.464 -5.976  0.0268
C: -8.586 -8.102 -0.990  -1.0882
Cl: -9.876 -9.240 -0.563  0.5047
Cl: -9.037 -6.431 -0.643  0.5068
H: -7.706 -8.351 -0.416  -0.0759
H: -8.380 -8.193 -2.050  0.0235
C: -6.321 -10.918 -2.067  -0.9970
Cl: -5.606 -10.878 -3.681  0.5155
Cl: -5.798 -9.545 -1.080  0.5560
H: -7.400 -10.882 -2.163  0.0174
H: -6.017 -11.831 -1.573  0.0268
C: 13.957 -3.687 1.103  -1.0015
Cl: 12.676 -4.858 1.455  0.5243
Cl: 13.479 -2.021 1.439  0.4746
H: 14.815 -3.931 1.718  0.0234
H: 14.212 -3.768 0.053  0.0253
C: 13.832 1.216 -3.886  -1.0331
Cl: 13.020 2.517 -4.766  0.5002
Cl: 13.021 -0.340 -4.108  0.4970
H: 14.847 1.132 -4.252  0.0241
H: 13.829 1.460 -2.831  -0.0274
C: -3.456 -3.101 9.530  -1.0579
Cl: -2.715 -3.079 7.925  0.4876
Cl: -2.938 -1.731 10.518  0.5076
H: -4.532 -3.056 9.414  -0.0056
H: -3.166 -4.017 10.030  0.0250

=====

Record 2
The following is a DFT calculation (wB97M-V/def2-TZVPD) of a cluster of 5 separate species, C48H101O16P4 in total in a non-equilibrium geometry.

Values from the calculation:
* charge: -1
* spin multiplicity: 1
* gap between HOMO and LUMO: 0.03563 Eh
* LUMO energy: -0.0340 Eh

Each line ends with the Löwdin charge.
Cartesian coordinates (Å):
C: 6.719 -0.273 3.323  -0.1373
C: 5.219 0.065 2.853  -0.2660
C: 4.815 -0.683 1.474  -0.2182
C: 3.650 0.200 0.798  -0.2355
C: 2.558 -0.641 -0.019  -0.2093
C: 1.590 0.443 -0.773  -0.2323
C: 0.088 0.437 -0.190  -0.2085
C: -0.678 1.810 -0.610  -0.2182
C: -2.279 1.659 -0.634  -0.2034
C: -3.000 2.263 0.685  -0.2112
C: -3.045 3.862 0.717  -0.2099
C: -3.483 4.502 2.120  -0.2204
C: -4.734 3.786 2.831  -0.2220
C: -4.348 2.486 3.716  -0.2021
C: -5.296 1.225 3.288  -0.2114
C: -4.344 -0.006 2.808  -0.3061
C: -4.922 -1.360 3.476  -0.2774
C: -3.826 -2.561 3.364  -0.2797
C: -4.105 -3.506 2.092  -0.1655
C: -5.203 -3.117 1.071  -0.0242
C: -5.419 -4.102 -0.131  -0.0866
C: -4.608 -5.408 -0.294  -0.1241
C: -3.514 -5.783 0.757  -0.1098
C: -3.241 -4.813 1.958  -0.0519
H: 6.861 0.158 4.378  0.0679
H: 6.904 -1.408 3.425  0.0707
H: 7.520 0.202 2.661  0.0585
H: 4.430 -0.155 3.671  0.1148
H: 5.096 1.195 2.631  0.1049
H: 4.535 -1.774 1.663  0.1082
H: 5.711 -0.658 0.766  0.0960
H: 4.117 0.988 0.102  0.1155
H: 3.099 0.737 1.655  0.1125
H: 3.037 -1.306 -0.833  0.1092
H: 1.878 -1.284 0.655  0.1136
H: 2.063 1.480 -0.628  0.0969
H: 1.645 0.209 -1.898  0.1068
H: -0.463 -0.462 -0.655  0.1177
H: 0.147 0.331 0.956  0.1159
H: -0.330 2.698 0.039  0.1049
H: -0.293 2.042 -1.678  0.1049
H: -2.538 0.535 -0.663  0.1086
H: -2.708 2.108 -1.611  0.1076
H: -2.453 1.829 1.606  0.1097
H: -4.062 1.817 0.682  0.1026
H: -3.662 4.237 -0.179  0.0942
H: -1.962 4.223 0.515  0.1018
H: -3.829 5.584 1.886  0.0884
H: -2.588 4.637 2.839  0.1155
H: -5.602 3.593 2.095  0.0990
H: -5.157 4.560 3.583  0.0981
H: -3.235 2.225 3.604  0.0867
H: -4.561 2.706 4.821  0.0963
H: -5.965 1.495 2.405  0.0833
H: -5.975 0.940 4.165  0.0910
H: -4.442 -0.111 1.663  0.0776
H: -3.245 0.128 3.116  0.0768
H: -5.041 -1.176 4.600  0.0129
H: -4.024 -3.227 4.291  0.0929
H: -2.749 -2.175 3.427  0.0812
H: -5.858 -2.192 1.121  0.0755
H: -6.208 -3.819 -0.898  0.0585
H: -4.840 -6.089 -1.174  0.0608
H: -2.942 -6.770 0.618  0.0669
H: -2.420 -5.109 2.684  0.0760
O: 6.773 -2.916 -0.487  -0.2079
P: 8.057 -3.652 -0.893  0.7232
O: 7.372 -4.440 -2.178  -0.2452
C: 7.028 -3.680 -3.326  -0.2937
C: 8.259 -3.144 -4.032  -0.0834
O: 7.865 -4.823 0.268  -0.2641
C: 7.627 -4.417 1.614  -0.3045
C: 6.208 -4.784 2.006  -0.0710
O: 9.536 -4.405 -1.323  -0.2755
C: 9.826 -5.793 -1.195  -0.3017
C: 9.258 -6.639 -2.317  -0.0714
H: 6.353 -2.865 -3.049  0.1078
H: 6.481 -4.344 -4.001  0.1207
H: 8.790 -2.425 -3.399  0.0692
H: 7.983 -2.644 -4.964  0.0779
H: 8.960 -3.950 -4.259  0.0697
H: 7.807 -3.346 1.745  0.0953
H: 8.339 -4.949 2.251  0.1089
H: 5.480 -4.335 1.327  0.0694
H: 5.987 -4.455 3.025  0.0766
H: 6.067 -5.867 1.948  0.0776
H: 9.550 -6.190 -0.217  0.1042
H: 10.918 -5.867 -1.240  0.1137
H: 8.179 -6.765 -2.210  0.0752
H: 9.707 -7.635 -2.305  0.0796
H: 9.447 -6.180 -3.290  0.0729
O: -8.690 6.611 -3.054  -0.2078
P: -8.867 6.966 -1.571  0.7416
O: -8.231 5.557 -0.980  -0.2495
C: -6.833 5.344 -1.120  -0.2950
C: -6.035 6.316 -0.272  -0.0753
O: -10.478 6.566 -1.566  -0.2678
C: -11.318 7.099 -2.585  -0.3030
C: -11.761 5.978 -3.507  -0.0772
O: -9.053 7.502 0.046  -0.2603
C: -9.986 6.984 0.988  -0.2867
C: -9.536 5.693 1.642  -0.0671
H: -6.544 5.417 -2.173  0.1130
H: -6.628 4.322 -0.792  0.1086
H: -6.173 7.345 -0.620  0.0720
H: -4.970 6.078 -0.314  0.0604
H: -6.363 6.283 0.769  0.0748
H: -10.812 7.892 -3.144  0.1028
H: -12.188 7.547 -2.097  0.1140
H: -10.904 5.457 -3.939  0.0705
H: -12.382 6.365 -4.320  0.0744
H: -12.336 5.234 -2.950  0.0771
H: -10.992 6.892 0.576  0.1088
H: -10.063 7.746 1.771  0.1163
H: -9.627 4.848 0.956  0.0672
H: -10.156 5.473 2.515  0.0821
H: -8.492 5.755 1.959  0.0746
O: 14.214 -2.592 3.510  -0.2097
P: 12.825 -2.062 3.126  0.7411
O: 12.836 -2.656 1.580  -0.2362
C: 12.738 -4.061 1.398  -0.2842
C: 11.379 -4.586 1.821  -0.0824
O: 13.374 -0.523 2.837  -0.2652
C: 14.185 0.110 3.823  -0.3008
C: 15.598 0.259 3.290  -0.0783
O: 11.234 -1.496 2.846  -0.2553
C: 10.878 -0.421 1.983  -0.2766
C: 10.822 -0.811 0.520  -0.0632
H: 13.538 -4.568 1.946  0.1085
H: 12.890 -4.260 0.334  0.1201
H: 11.228 -4.456 2.899  0.0759
H: 11.285 -5.649 1.586  0.0818
H: 10.577 -4.042 1.318  0.0568
H: 14.176 -0.447 4.764  0.1038
H: 13.756 1.096 4.022  0.1155
H: 16.016 -0.707 3.000  0.0721
H: 16.251 0.713 4.040  0.0752
H: 15.602 0.886 2.395  0.0766
H: 11.497 0.464 2.136  0.1124
H: 9.869 -0.124 2.289  0.1013
H: 11.824 -0.930 0.103  0.0762
H: 10.316 -0.037 -0.062  0.0848
H: 10.289 -1.756 0.386  0.0544
O: -6.693 -0.939 -2.559  -0.2099
P: -7.360 0.011 -3.565  0.7357
O: -8.816 0.095 -2.779  -0.2434
C: -8.872 0.794 -1.544  -0.2846
C: -8.644 2.282 -1.734  -0.0783
O: -7.698 -1.202 -4.647  -0.2697
C: -6.653 -2.094 -5.021  -0.3021
C: -6.942 -3.472 -4.456  -0.0742
O: -7.971 1.134 -4.709  -0.2659
C: -8.983 0.866 -5.672  -0.2945
C: -10.389 0.927 -5.108  -0.0764
H: -8.146 0.375 -0.841  0.1112
H: -9.869 0.629 -1.125  0.1208
H: -7.628 2.478 -2.092  0.0673
H: -8.785 2.818 -0.792  0.0725
H: -9.331 2.691 -2.478  0.0750
H: -5.678 -1.728 -4.685  0.1048
H: -6.628 -2.137 -6.114  0.1118
H: -7.061 -3.439 -3.372  0.0616
H: -6.138 -4.171 -4.701  0.0764
H: -7.880 -3.860 -4.864  0.0750
H: -8.811 -0.064 -6.214  0.1078
H: -8.889 1.660 -6.421  0.1146
H: -10.611 0.047 -4.502  0.0728
H: -11.122 0.959 -5.919  0.0761
H: -10.523 1.810 -4.479  0.0694

=====

| no. | energy (eV) |
| --- | --- |
| 1 | -543255.0895 |
| 2 | -121315.1988 |